No. 1
Computed, not measured: an isolated molecule of C4H7NO2, with ωB97M-V/def2-TZVPD.

Calculated values
- calculated total energy (eV) = -9846.789
- frontier orbital gap (Eh) = 0.401
- highest occupied orbital energy (eV) = -10.20
- SMILES string = C[C@H]1CNC(=O)O1
- LUMO energy (eV) = 0.72
- total charge = 0
- spin multiplicity = 1

Geometry as XYZ:
```
14
Properties=species:S:1:pos:R:3:forces:R:3
C -1.5213 -0.9138 0.0889 -0.106 -0.005 0.019
C -0.3726 -0.2252 -0.6172 -0.194 0.052 -0.010
C 0.0095 1.1595 -0.0359 -0.182 0.032 -0.053
N 1.3928 1.0010 0.3878 0.045 -0.088 0.011
C 1.6715 -0.3862 0.4101 0.408 -0.194 0.092
O 2.5560 -0.9324 1.0020 -0.165 0.239 -0.448
O 0.7748 -1.0470 -0.3632 0.089 -0.089 0.183
H -1.2356 -1.0651 1.1360 -0.145 0.058 -0.113
H -1.6874 -1.8975 -0.3586 -0.070 0.149 0.074
H -2.4470 -0.3338 0.0509 0.085 -0.020 -0.058
H -0.5298 -0.1755 -1.7005 0.080 -0.094 0.158
H -0.6086 1.3940 0.8392 0.043 -0.060 -0.160
H -0.1029 1.9781 -0.7516 0.016 -0.192 0.049
H 2.0626 1.4448 -0.2272 0.095 0.212 0.257
```
Forces are in eV/Å.

Here are the Mulliken charges for atoms 1 to 5, given in e: atom 1 (C): -1.33, atom 2 (C): 0.39, atom 3 (C): -0.53, atom 4 (N): -0.33, atom 5 (C): 0.44


No. 2
Computed, not measured: a cluster of 2 separate species, C4H6N2O in total, with ωB97M-V/def2-TZVPD.

Calculated values
- calculated total energy (eV) = -9247.923
- frontier orbital gap (alpha / beta) (Eh) = 0.276 / 0.277
- highest occupied orbital energy (alpha / beta) (eV) = -19.47 / -19.45
- LUMO energy (alpha / beta) (eV) = -11.96 / -11.91
- total charge = +2
- spin multiplicity = 1

Geometry as XYZ:
```
13
Properties=species:S:1:pos:R:3:forces:R:3
C 0.0763 2.0442 1.5376 4.376 1.817 -2.758
C 0.3874 -1.4118 -1.5355 0.071 0.292 0.880
C -0.8803 1.8157 2.4088 -4.001 -0.718 4.359
C 0.8120 -2.2525 -2.4808 -0.727 -1.503 -3.663
N 0.0692 -0.6240 -0.6976 0.164 -1.015 -0.840
N -0.3128 -0.1535 0.2780 -0.844 1.465 1.992
O 0.9074 2.4037 0.8735 -0.714 -0.528 0.297
H -1.4914 0.9078 2.2288 -0.026 0.815 -0.275
H -1.4200 2.7969 2.5370 -0.164 -0.784 -0.411
H -0.5118 1.6566 3.4535 0.470 0.065 -0.612
H 0.1615 -3.2025 -2.5824 1.119 0.970 0.391
H 1.9087 -2.3331 -2.6578 -0.688 -0.103 0.116
H 0.2938 -1.6475 -3.3630 0.965 -0.772 0.525
```
Forces are in eV/Å.

Here are the Mulliken charges for atoms 1 to 5, given in e: atom 1 (C): 0.79, atom 2 (C): 0.52, atom 3 (C): -0.78, atom 4 (C): -0.70, atom 5 (N): 0.65


No. 3
Computed, not measured: a cluster of 2 separate species, CH5O2 in total, with ωB97M-V/def2-TZVPD.

Calculated values
- calculated total energy (eV) = -5212.555
- frontier orbital gap (Eh) = 0.280
- highest occupied orbital energy (eV) = -2.75
- LUMO energy (eV) = 4.88
- total charge = -1
- spin multiplicity = 1

Geometry as XYZ:
```
8
Properties=species:S:1:pos:R:3:forces:R:3
C 0.7136 -0.7384 1.1220 1.018 -0.440 0.125
O -0.4484 -0.2879 0.6195 0.336 0.337 -0.127
H 1.2842 0.0341 1.8208 -0.735 -1.177 -0.600
H 0.5303 -1.7340 1.7170 0.752 1.231 -0.462
H 1.5645 -0.9950 0.3141 -1.236 0.213 1.097
H -0.5071 1.8363 -1.2998 0.190 -2.122 -1.491
H -0.3247 0.4866 -0.7726 -0.161 -1.441 0.706
O -0.4052 0.8882 -1.6834 -0.164 3.397 0.751
```
Forces are in eV/Å.

Here are the Mulliken charges for atoms 1 to 5, given in e: atom 1 (C): -0.42, atom 2 (O): -0.84, atom 3 (H): 0.10, atom 4 (H): 0.11, atom 5 (H): 0.12


No. 4
Computed, not measured: a cluster of 10 separate species, C37H48N9O in total, with ωB97M-V/def2-TZVPD.

Calculated values
- calculated total energy (eV) = -54594.604
- frontier orbital gap (Eh) = 0.310
- highest occupied orbital energy (eV) = -5.78
- LUMO energy (eV) = 2.66
- total charge = -1
- spin multiplicity = 1

Geometry as XYZ:
```
95
Properties=species:S:1:pos:R:3:forces:R:3
C 1.2310 38.8910 41.9070 -2.303 -0.378 -1.677
O 1.1950 37.4580 41.9360 -0.180 1.508 -0.843
H 2.2400 39.1590 42.0950 0.871 1.045 0.369
H 0.4930 39.3140 42.6720 1.143 -0.183 -0.869
H 0.9000 39.4230 40.7840 0.852 -1.394 2.860
N 3.6960 37.1930 40.4570 -4.102 0.747 1.124
C 4.8060 36.3730 40.6100 -4.977 0.453 3.751
C 5.6590 36.7740 39.7570 3.162 2.271 -5.709
C 4.9640 37.8300 38.7730 0.184 -1.860 3.547
C 3.7160 38.0940 39.3730 3.182 -2.858 0.408
H 2.7710 37.1400 41.0180 1.595 -0.222 -0.710
H 4.7640 35.7020 41.4830 0.458 0.290 -0.793
H 6.6590 36.3280 39.7730 -0.232 0.536 -0.811
H 5.4470 38.1420 37.8860 0.108 0.672 -0.571
H 2.8430 38.7110 39.1940 0.414 -0.035 -0.227
N 2.0820 43.7010 42.4560 -1.689 -3.374 -0.722
C 1.2130 42.6300 42.8480 4.167 -0.430 -2.979
C 0.4070 43.1410 43.7310 -3.140 -1.521 3.950
C 0.7100 44.5540 43.8380 1.555 -4.450 -3.289
C 1.6510 44.8530 42.9080 -0.182 1.923 1.587
H 2.7460 43.5620 41.7750 1.650 -0.043 -1.927
H 1.3790 41.6360 42.3890 -0.156 0.825 0.631
H -0.2900 42.3510 44.4090 1.683 2.942 -1.920
H 0.1270 44.9730 44.4460 -4.004 4.748 4.478
H 2.0340 45.8250 42.5860 0.078 -0.598 0.253
N 5.0500 39.5970 41.9520 -1.211 0.481 1.616
C 6.5140 39.7620 41.6900 -4.061 0.601 1.593
C 6.9060 40.6490 42.6440 1.640 0.727 1.404
C 5.7650 40.9900 43.6630 3.635 1.290 -0.956
C 4.7110 40.3660 43.1260 -2.646 -0.823 1.260
H 4.2040 39.0390 41.5790 2.809 0.590 0.081
H 6.9670 39.2820 40.8390 -0.046 0.079 0.104
H 8.0270 40.9870 42.6390 -2.439 -0.482 0.392
H 5.8650 41.7380 44.5900 -0.411 -2.063 -2.491
H 3.6130 40.4790 43.7210 2.942 -0.871 -2.473
N 2.5340 36.2580 43.9830 -3.854 2.964 -3.700
C 1.8200 35.4100 44.7320 -1.639 -1.595 1.765
C 2.7120 34.7500 45.5140 4.024 -1.496 0.626
C 4.1750 35.1720 45.0100 -4.347 1.121 -0.381
C 3.8420 36.1820 44.0820 0.777 -2.923 2.532
H 2.0530 36.8680 43.2040 0.601 -1.070 1.341
H 0.6710 35.1590 44.7530 2.549 1.311 -0.420
H 2.5090 34.0120 46.3540 0.263 1.010 -1.500
H 5.1750 34.8180 45.1260 0.170 -0.316 0.769
H 4.3740 36.8590 43.5080 1.438 0.918 -0.915
N 0.8410 39.9460 37.8010 -1.368 0.170 -0.088
C 1.3310 40.1670 36.5010 -1.739 4.065 3.451
C 1.1610 41.5220 36.2550 1.163 2.293 -0.623
C 0.4200 42.1410 37.3990 1.063 -0.312 -3.066
C 0.1550 41.0750 38.1820 -0.701 0.518 1.752
H 0.8370 39.1690 38.4940 -0.131 0.161 -1.759
H 1.9360 39.5590 36.0090 2.355 -2.901 -1.854
H 1.7540 42.1810 35.4190 -1.861 -2.083 1.998
H 0.1440 43.2180 37.4720 -0.031 -1.364 0.044
H -0.6320 41.1060 38.9560 1.051 -0.529 0.005
N 0.0010 37.4370 39.4180 1.562 -1.616 -2.501
C -1.2820 37.7790 39.1720 0.627 -0.665 -0.998
C -1.5770 37.4780 37.8480 5.144 -2.471 2.540
C -0.3760 36.6550 37.2930 -2.425 3.382 1.166
C 0.6000 36.7330 38.2600 -0.599 1.909 1.583
H 0.4040 37.5070 40.3450 0.482 -0.458 0.329
H -1.7950 38.0920 40.0770 -0.608 0.350 -0.655
H -2.4900 37.6370 37.5000 -3.640 0.367 -2.086
H -0.3930 36.4850 36.2170 0.661 -0.478 0.509
H 1.7190 36.7380 38.2370 -1.314 -0.763 -0.051
N 4.2370 42.1010 40.6620 1.403 -1.560 1.470
C 4.9050 43.2980 40.5870 -1.041 0.932 -0.157
C 4.1420 44.1400 39.7700 -0.715 -5.665 0.020
C 3.0500 43.2460 39.1730 3.184 2.787 2.872
C 3.1380 42.0870 39.8690 0.953 0.924 -0.742
H 4.5170 41.2410 41.2350 -0.292 1.876 -1.332
H 5.8210 43.5560 41.1540 -0.934 -0.561 -0.297
H 4.3120 45.1340 39.8220 0.305 3.096 -0.872
H 2.4150 43.6580 38.4780 -1.683 0.140 -1.237
H 2.5550 41.2340 39.8370 -1.080 -1.515 -0.249
N 0.6220 34.4240 40.8570 5.199 6.355 6.018
C 1.3190 33.5070 41.7420 -3.782 -0.824 -5.392
C 0.9660 32.2690 41.2510 -2.076 1.726 -1.293
C -0.0690 32.5540 40.1600 1.551 -3.342 2.197
C -0.2290 33.8910 40.0850 0.314 -4.308 -0.552
H 0.8550 35.5150 40.9760 -1.129 -3.287 -0.412
H 2.0610 33.8070 42.3410 2.395 1.272 2.293
H 1.3050 31.3480 41.6760 -0.029 -0.459 -0.185
H -0.5820 31.7730 39.6030 0.017 0.373 0.149
H -0.8200 34.2960 39.4070 -2.424 2.614 -2.650
N -1.3790 37.3400 42.8920 1.867 -0.770 -1.491
C -2.2520 38.3520 43.0230 -1.654 -4.214 1.244
C -3.4100 37.8040 43.4570 0.505 -4.488 -0.315
C -3.2310 36.1790 43.5040 -2.289 3.765 -0.383
C -1.9480 36.0980 43.0710 2.215 -0.080 0.821
H -0.4020 37.4260 42.4570 -1.105 -0.400 0.889
H -1.8720 39.2550 42.8960 0.901 4.216 -0.531
H -4.3310 38.2170 43.6280 -1.921 1.232 0.469
H -4.1600 35.4770 43.6710 2.617 1.356 -0.253
H -1.0870 35.4130 43.1090 -1.292 -0.828 -0.357
```
Forces are in eV/Å.

Here are the Mulliken charges for atoms 1 to 5, given in e: atom 1 (C): 0.51, atom 2 (O): -0.67, atom 3 (H): -0.69, atom 4 (H): 0.37, atom 5 (H): 0.07


No. 5
Computed, not measured: a cluster of 17 separate species, C33H99NO17 in total, with ωB97M-V/def2-TZVPD.

Calculated values
- calculated total energy (eV) = -72119.591
- frontier orbital gap (Eh) = 0.320
- highest occupied orbital energy (eV) = -8.65
- LUMO energy (eV) = 0.05
- total charge = 0
- spin multiplicity = 1

Geometry as XYZ:
```
150
Properties=species:S:1:pos:R:3:forces:R:3
C -0.6199 -1.8288 0.0687 -0.160 -0.215 -0.088
C 0.0376 -0.5275 0.5405 -0.632 0.115 0.126
C 1.4714 -0.4352 0.0512 1.162 -0.620 -0.714
C 1.6389 -0.0249 -1.4053 -0.897 0.728 0.090
C 0.8914 1.2871 -1.6423 1.103 -0.024 0.120
C -0.5777 1.2312 -1.2530 -0.375 0.204 -0.571
N -0.6984 0.6796 0.1045 0.913 0.528 0.495
O -2.0247 0.6907 0.5780 -0.101 -0.342 -0.403
C -1.0942 2.6631 -1.2079 -0.120 0.590 0.325
C -1.3484 0.4364 -2.3099 -0.067 -0.479 -0.502
C 0.1007 -0.5049 2.0686 -0.029 -0.780 -0.048
H -0.0457 -2.6995 0.3890 0.079 0.103 0.002
H -0.7036 -1.8599 -1.0174 0.049 -0.060 -0.011
H -1.6263 -1.9492 0.4789 0.011 0.161 0.021
H 2.0855 0.1916 0.7047 -0.237 0.256 -0.015
H 1.9448 -1.4251 0.0895 -0.272 -0.063 0.536
H 1.2170 -0.8048 -2.0424 0.245 -0.011 -0.146
H 2.6856 0.1461 -1.6611 0.079 -0.337 0.021
H 1.0608 1.6169 -2.6708 -0.650 -0.165 -0.137
H 1.4209 2.0533 -1.0667 -0.244 0.066 0.333
H -2.1480 2.7596 -0.9385 -0.011 -0.315 -0.075
H -0.5480 3.2252 -0.4432 0.071 -0.064 -0.043
H -0.9517 3.1777 -2.1604 0.063 -0.169 -0.074
H -0.8731 -0.5234 -2.5287 -0.132 -0.062 0.252
H -2.3887 0.2615 -2.0224 0.044 -0.042 0.012
H -1.3615 0.9102 -3.2962 0.003 0.449 0.269
H 0.5242 0.4343 2.4178 0.015 -0.014 0.106
H 0.7443 -1.3420 2.3590 0.132 0.191 0.126
H -0.8503 -0.7163 2.5614 -0.135 0.289 -0.174
H -2.5325 0.0468 0.0499 -0.127 -0.056 0.229
C -1.3431 -5.9479 4.4481 0.525 -0.079 -0.178
C -0.4408 -5.6801 3.2641 0.173 0.472 -0.524
O -0.0949 -4.2917 3.2886 -0.091 0.104 0.230
H -1.5340 -7.0157 4.5485 -0.109 0.014 0.003
H -2.2825 -5.4084 4.3459 -0.037 0.016 0.097
H -0.7982 -5.6095 5.3317 -0.273 -0.012 0.146
H -0.9245 -5.8833 2.3005 -0.090 -0.212 0.153
H 0.4749 -6.2805 3.3102 -0.088 -0.074 0.103
H 0.4919 -4.0732 2.5370 -0.215 -0.387 0.075
C -5.9271 4.9485 0.1530 -0.010 0.382 0.002
C -5.1931 3.7143 -0.3408 0.581 0.867 0.290
O -5.8859 3.0826 -1.3997 -0.207 -0.475 -0.028
H -6.8096 4.6818 0.7333 -0.029 0.081 0.011
H -6.2318 5.6026 -0.6678 -0.095 -0.303 -0.175
H -5.2640 5.5905 0.7393 -0.008 -0.299 0.281
H -5.0380 3.0209 0.4905 -0.212 -0.207 -0.105
H -4.1839 4.0359 -0.6226 -0.057 -0.184 -0.311
H -5.4044 3.1646 -2.2245 0.118 0.110 0.061
C 5.1154 -1.3673 -0.6708 0.357 -1.014 -0.114
C 5.3764 -0.0188 -0.0468 -0.267 0.080 -0.661
O 6.0805 0.7958 -0.9934 0.116 -0.183 0.272
H 4.8451 -1.3171 -1.7263 -0.219 0.307 0.092
H 4.3551 -1.9357 -0.1291 -0.227 0.321 -0.006
H 5.9873 -2.0315 -0.6436 0.194 0.347 0.015
H 5.9610 -0.1593 0.8670 -0.145 0.241 0.105
H 4.4156 0.4710 0.1493 0.079 -0.096 0.402
H 6.2517 1.6415 -0.5670 0.051 0.009 -0.100
C 3.0106 2.9670 -4.3438 -0.191 0.139 0.315
C 2.8572 1.5682 -4.8927 -0.099 -0.466 0.634
O 1.4939 1.3734 -5.3325 0.626 -0.073 -0.206
H 2.5621 3.0643 -3.3521 -0.264 -0.105 -0.141
H 2.5139 3.6777 -5.0062 0.211 0.113 -0.031
H 4.0492 3.2518 -4.1763 0.087 -0.096 -0.401
H 3.0311 0.8293 -4.1004 0.184 0.109 -0.009
H 3.5661 1.3373 -5.6909 -0.122 0.244 -0.167
H 1.4922 0.5022 -5.7512 -0.317 0.053 0.059
C -2.5768 -2.2926 6.7782 -0.023 0.341 0.192
C -2.0094 -2.0888 5.3802 -0.183 -0.327 0.683
O -0.6537 -2.5282 5.3535 -0.334 0.076 -0.113
H -2.0162 -1.7079 7.5113 0.090 -0.031 -0.078
H -2.5235 -3.3360 7.0871 -0.049 -0.054 -0.113
H -3.6132 -1.9469 6.8374 0.020 -0.118 -0.090
H -2.0629 -1.0261 5.1296 0.060 -0.014 -0.198
H -2.6234 -2.6576 4.6776 0.159 0.093 -0.230
H -0.5537 -3.2332 4.6902 0.267 0.162 -0.163
C 3.4532 -3.0698 4.8793 0.305 0.242 0.284
C 3.3891 -2.0625 3.7487 -0.054 -0.652 -0.026
O 3.7331 -2.6285 2.4670 -0.229 -0.018 -0.116
H 2.8616 -3.9661 4.6955 -0.098 0.075 -0.194
H 3.0543 -2.5769 5.7699 0.027 -0.100 0.028
H 4.4827 -3.3720 5.0901 -0.023 -0.019 -0.023
H 4.0490 -1.2158 3.9385 -0.178 0.153 0.089
H 2.3553 -1.7378 3.6586 0.097 0.271 -0.136
H 4.6807 -2.7858 2.4268 -0.002 -0.040 0.083
C 2.9098 4.0187 0.5723 -0.214 -0.058 -0.552
C 1.9431 3.4588 1.5916 0.172 -0.045 0.071
O 1.0389 4.4851 1.9363 -0.126 0.144 0.209
H 2.3460 4.2885 -0.3265 0.075 0.070 0.014
H 3.6690 3.2942 0.2660 -0.013 -0.061 0.148
H 3.4052 4.9207 0.9286 -0.006 -0.032 0.158
H 2.5035 3.0914 2.4631 -0.113 0.059 0.095
H 1.3848 2.6108 1.1822 0.109 -0.126 -0.107
H 0.2626 4.0721 2.3495 0.085 -0.051 -0.110
C -1.0391 3.9167 -4.9961 0.140 0.181 -0.538
C -0.5972 4.0654 -6.4528 0.011 -0.728 0.458
O -0.2053 2.8005 -6.9866 0.278 0.046 -0.044
H -0.2327 3.5028 -4.3899 0.041 0.068 0.049
H -1.8787 3.2223 -4.9639 -0.096 0.072 0.149
H -1.3288 4.8976 -4.6128 -0.076 -0.129 0.188
H 0.2391 4.7629 -6.5441 -0.121 0.183 -0.050
H -1.4423 4.3944 -7.0531 0.113 0.176 -0.131
H 0.5411 2.4532 -6.4591 -0.194 0.142 -0.037
C 1.1114 0.3924 5.4437 -0.034 0.812 -0.452
O 1.1635 -0.6856 6.3360 -0.004 -0.007 0.046
H 1.7514 0.2760 4.5588 -0.114 -0.310 -0.038
H 0.0871 0.5835 5.1068 0.024 -0.033 -0.143
H 1.4563 1.3326 5.8845 -0.017 -0.242 0.452
H 0.4767 -1.3084 6.0362 0.304 -0.241 0.106
C -1.7891 5.7687 0.3014 1.192 0.007 -0.282
O -2.6561 6.8860 0.4116 -0.111 -0.258 0.026
H -1.7847 5.3344 -0.7044 -0.386 -0.115 0.056
H -0.7409 6.0448 0.4777 -0.100 0.125 0.128
H -1.9908 4.9958 1.0399 -0.522 0.115 0.000
H -2.3706 7.5076 -0.2634 -0.114 0.110 0.089
C 2.2817 -3.2871 -2.8639 -0.600 0.288 0.017
O 1.6896 -3.2726 -4.1513 0.157 -0.210 0.012
H 1.5367 -3.0091 -2.1038 0.156 -0.059 0.079
H 2.7000 -4.2592 -2.5811 0.141 0.028 -0.162
H 3.0487 -2.5150 -2.8638 0.152 -0.152 0.086
H 0.9512 -3.9014 -4.1480 0.006 0.155 0.002
C -5.4379 -0.5738 -0.5722 -0.182 0.541 -0.716
O -4.1749 -1.1757 -0.3134 -0.095 -0.038 0.225
H -5.3383 0.5103 -0.5129 0.160 -0.051 0.233
H -5.7461 -0.7626 -1.6064 -0.096 -0.201 0.103
H -6.2306 -0.8867 0.1072 0.127 -0.121 0.119
H -4.3301 -2.1106 -0.1546 0.170 -0.010 -0.009
C -2.1684 2.3336 3.3498 0.046 0.784 -0.412
O -1.0675 2.6718 2.5024 -0.242 -0.450 0.077
H -2.4047 3.2348 3.9182 0.180 -0.179 0.263
H -3.0640 2.1310 2.7567 0.109 -0.352 0.000
H -1.9140 1.5019 4.0071 -0.155 -0.030 0.072
H -0.9664 1.9368 1.8715 0.059 0.352 -0.075
C -1.9244 -0.1678 -6.0685 -0.012 0.336 0.395
O -1.6345 0.4240 -7.3086 0.107 -0.118 -0.125
H -2.3927 -1.1403 -6.2122 0.157 -0.082 -0.201
H -1.0166 -0.2817 -5.4638 -0.079 -0.200 0.070
H -2.6383 0.4256 -5.4771 0.066 0.059 -0.046
H -1.0670 1.2032 -7.1550 -0.408 0.028 -0.139
C 2.3549 -5.3032 0.7008 -0.510 0.489 0.125
O 1.6456 -4.1323 1.1504 0.600 -0.188 0.002
H 2.4344 -6.0271 1.5126 0.139 -0.100 -0.064
H 1.7801 -5.7284 -0.1180 0.038 -0.109 -0.025
H 3.3389 -5.0100 0.3367 0.076 -0.167 -0.012
H 2.3216 -3.6120 1.6214 -0.010 0.249 -0.024
C -0.9523 -5.0316 -2.3268 -0.880 0.196 0.386
O -0.6653 -4.8436 -3.7013 0.308 -0.188 0.022
H -0.0383 -5.0290 -1.7413 0.200 0.021 -0.216
H -1.5936 -4.2245 -1.9511 0.185 0.037 0.027
H -1.4945 -5.9626 -2.1290 0.195 -0.099 -0.167
H -1.4878 -4.7470 -4.1871 -0.018 0.012 -0.012
```
Forces are in eV/Å.

Here are the Mulliken charges for atoms 1 to 5, given in e: atom 1 (C): -1.30, atom 2 (C): 3.25, atom 3 (C): 0.05, atom 4 (C): -0.71, atom 5 (C): 0.25